A molecular structure, C3H14B2ORb. Source: OMol25; level of theory: ωB97M-V/def2-TZVPD.

As for the HOMO energy: -5.066 eV. As for the net charge: -1. The gap between HOMO and LUMO is 7.24 eV. Its total energy is -7393.30500 eV. Its spin multiplicity is 1.

```
21
Properties=species:S:1:pos:R:3:forces:R:3
Rb 7.743 -21.264 -16.064 -0.1 0.7 0.2
B 8.433 -20.108 -18.737 -0.1 0.4 -0.4
H 8.746 -19.765 -19.858 0.2 -0.1 -0.2
H 7.542 -19.388 -18.366 -0.3 0.3 0.3
H 8.010 -21.230 -18.709 -0.2 -0.8 -0.2
H 9.355 -20.015 -17.966 0.5 0.0 0.3
B 6.688 -18.802 -14.319 -0.2 0.3 -0.5
H 6.343 -19.878 -13.897 -0.1 -0.6 0.3
H 6.265 -17.897 -13.632 0.1 0.1 0.3
H 7.878 -18.774 -14.529 0.6 0.0 0.4
H 6.233 -18.654 -15.432 -0.4 -0.1 -0.4
C 5.607 -25.136 -18.196 0.0 -0.4 -0.1
C 6.825 -24.245 -18.241 0.4 -0.4 -0.3
O 7.354 -23.845 -17.230 -0.2 0.0 0.3
C 7.392 -23.935 -19.600 -0.3 0.6 0.1
H 5.633 -25.759 -17.304 0.0 0.2 0.1
H 5.602 -25.798 -19.064 -0.1 0.1 -0.1
H 4.680 -24.562 -18.207 0.1 0.1 0.0
H 8.196 -23.209 -19.503 0.0 -0.1 0.0
H 6.585 -23.464 -20.173 0.1 -0.1 -0.2
H 7.708 -24.830 -20.134 0.0 -0.1 0.1
```
Forces are in eV/Å.

A single C7H13N molecule at a distorted geometry. Source: OMol25; level of theory: ωB97M-V/def2-TZVPD.

Its SMILES is C[C@H]1CC[C@@H]2[C@H](C)N21. As for the HOMO energy: -8.996 eV. The gap between HOMO and LUMO is 9.98 eV. Its total energy is -8955.40985 eV. Its spin multiplicity is 1.

```
21
Properties=species:S:1:pos:R:3:forces:R:3
C -0.664 -1.284 -1.983 -2.0 -0.3 -2.3
C -0.685 -0.722 -0.614 0.8 0.9 1.8
C 0.197 -1.407 0.471 -1.0 -0.3 4.1
C 1.347 -0.440 0.904 2.1 -2.5 0.1
C 1.065 0.677 -0.059 5.3 2.3 1.6
C -0.011 1.613 0.251 -1.5 2.0 3.4
C -0.948 1.198 1.522 0.8 0.3 -0.5
H 0.299 -1.738 -2.138 1.0 0.8 -0.7
H -0.995 -0.331 -2.642 1.2 -2.8 0.8
H -1.265 -2.235 -2.260 0.0 1.8 1.0
H -1.596 -0.724 -0.050 -1.2 0.6 -0.8
H -0.457 -1.506 1.543 1.3 0.0 -3.1
H 0.507 -2.432 0.309 0.1 -0.1 -0.6
H 1.320 -0.181 2.008 -0.2 -0.1 -1.4
H 2.554 -0.939 0.821 -3.7 1.4 -0.3
H 2.111 1.039 -0.314 -1.7 0.2 -0.9
H 0.104 2.776 -0.015 -0.5 -2.8 0.7
H -0.642 0.306 2.175 -0.7 0.6 -2.0
H -1.030 1.838 2.370 0.5 1.8 0.2
H -1.972 1.248 1.135 0.1 -0.9 0.2
N -0.106 0.723 -0.842 -0.6 -3.0 -1.3
```
Forces are in eV/Å.

- Which value of total energy does entry 1 give?
  -7393.30500 eV

- spin multiplicity of number 2 (C7H13N)?
  1

What did the first record say?
A molecular structure, C3H14B2ORb. Source: OMol25; level of theory: ωB97M-V/def2-TZVPD.

As for the HOMO energy: -5.066 eV. As for the net charge: -1. The gap between HOMO and LUMO is 7.24 eV. Its total energy is -7393.30500 eV. Its spin multiplicity is 1.

```
21
Properties=species:S:1:pos:R:3:forces:R:3
Rb 7.743 -21.264 -16.064 -0.1 0.7 0.2
B 8.433 -20.108 -18.737 -0.1 0.4 -0.4
H 8.746 -19.765 -19.858 0.2 -0.1 -0.2
H 7.542 -19.388 -18.366 -0.3 0.3 0.3
H 8.010 -21.230 -18.709 -0.2 -0.8 -0.2
H 9.355 -20.015 -17.966 0.5 0.0 0.3
B 6.688 -18.802 -14.319 -0.2 0.3 -0.5
H 6.343 -19.878 -13.897 -0.1 -0.6 0.3
H 6.265 -17.897 -13.632 0.1 0.1 0.3
H 7.878 -18.774 -14.529 0.6 0.0 0.4
H 6.233 -18.654 -15.432 -0.4 -0.1 -0.4
C 5.607 -25.136 -18.196 0.0 -0.4 -0.1
C 6.825 -24.245 -18.241 0.4 -0.4 -0.3
O 7.354 -23.845 -17.230 -0.2 0.0 0.3
C 7.392 -23.935 -19.600 -0.3 0.6 0.1
H 5.633 -25.759 -17.304 0.0 0.2 0.1
H 5.602 -25.798 -19.064 -0.1 0.1 -0.1
H 4.680 -24.562 -18.207 0.1 0.1 0.0
H 8.196 -23.209 -19.503 0.0 -0.1 0.0
H 6.585 -23.464 -20.173 0.1 -0.1 -0.2
H 7.708 -24.830 -20.134 0.0 -0.1 0.1
```
Forces are in eV/Å.